{
  "formula": "C2H6N4O",
  "method": "ωB97M-V with the def2-TZVPD basis set",
  "energy_ha": -373.933280,
  "de_lowest_ev": 4.8188,
  "homo_energy_ev": [-7.17, -7.17],
  "e_lumo_ev": [0.794, 0.794],
  "orbital_gap_ev": [7.961, 7.960],
  "total_charge": 0,
  "symbols": ["N", "C", "N", "N", "C", "N", "O", "H", "H", "H", "H", "H", "H"],
  "coordinates": [[1.1748, -0.8810, 1.0638], [0.0390, -0.3118, 0.6982], [-1.1619, -1.0086, 0.7293], [-0.9133, 1.1692, -1.0462], [0.1897, 0.7767, -0.2501], [1.7476, -0.2582, -0.9564], [2.7900, 0.2903, -1.0177], [1.0614, -1.8479, 1.3622], [-1.9879, -0.4327, 0.6142], [-1.2373, -1.7250, 1.4363], [-0.6975, 1.9341, -1.6722], [-1.8070, 0.6962, -1.0648], [0.8023, 1.5987, 0.1032]],
  "forces_ev_per_a": [[-1.30, 1.08, -0.02], [1.46, -2.42, -0.15], [-0.24, 0.78, -0.09], [1.16, 0.19, 0.49], [0.28, 0.13, -0.15], [1.19, 1.04, -0.58], [-2.41, -0.59, 0.28], [-0.14, 0.19, 0.32], [0.04, -0.32, 0.30], [-0.06, 0.13, -0.09], [-0.70, -0.37, 0.11], [0.65, 0.12, -0.36], [0.06, 0.05, -0.06]]
}